A cluster of 9 separate species, C54H126O27 in total in a non-equilibrium geometry, computed with ωB97M-V/def2-TZVPD.

Each atom is followed by the atoms it is bonded to, with distances in Å.
Cartesian coordinates (Å):
1 C -12.79 -7.02 3.53  O2 1.411, H10 1.096, H11 1.090, H12 1.093
2 O -13.71 -7.91 4.13  C1 1.411, C3 1.407
3 C -13.21 -8.58 5.27  O2 1.407, C4 1.533, H13 1.099, H14 1.094
4 C -14.24 -9.61 5.75  C3 1.533, O5 1.425, H15 1.090, H16 1.097
5 O -14.09 -10.84 5.05  C4 1.425, C6 1.415
6 C -15.19 -11.70 5.25  O5 1.415, C7 1.529, H17 1.094, H18 1.098
7 C -14.87 -13.10 4.71  C6 1.529, O8 1.405, H19 1.095, H20 1.096
8 O -14.46 -13.08 3.37  C7 1.405, C9 1.415
9 C -14.02 -14.36 2.95  O8 1.415, H21 1.087, H22 1.094, H23 1.095
10 H -12.46 -6.21 4.18  C1 1.096
11 H -13.32 -6.50 2.74  C1 1.090
12 H -11.92 -7.54 3.13  C1 1.093
13 H -13.10 -7.88 6.11  C3 1.099
14 H -12.21 -8.99 5.08  C3 1.094
15 H -15.26 -9.24 5.73  C4 1.090
16 H -13.94 -9.80 6.79  C4 1.097
17 H -16.16 -11.34 4.90  C6 1.094
18 H -15.32 -11.81 6.33  C6 1.098
19 H -15.74 -13.75 4.81  C7 1.095
20 H -14.09 -13.47 5.38  C7 1.096
21 H -13.94 -14.38 1.87  C9 1.087
22 H -14.72 -15.13 3.29  C9 1.094
23 H -13.05 -14.60 3.38  C9 1.095
24 C -6.13 -14.74 -2.18  O25 1.391, H33 1.103, H34 1.088, H35 1.097
25 O -4.79 -14.43 -2.34  C24 1.391, C26 1.399
26 C -3.94 -15.48 -1.97  O25 1.399, C27 1.521, H36 1.093, H37 1.099
27 C -3.75 -15.72 -0.48  C26 1.521, O28 1.398, H38 1.100, H39 1.098
28 O -2.99 -14.71 0.12  C27 1.398, C29 1.398
29 C -2.84 -14.82 1.51  O28 1.398, C30 1.527, H40 1.097, H41 1.096
30 C -2.32 -13.47 2.01  C29 1.527, O31 1.415, H42 1.092, H43 1.089
31 O -2.10 -13.47 3.40  C30 1.415, C32 1.413
32 C -3.32 -13.38 4.11  O31 1.413, H44 1.094, H45 1.092, H46 1.097
33 H -6.55 -15.50 -2.86  C24 1.103
34 H -6.75 -13.85 -2.34  C24 1.088
35 H -6.38 -15.21 -1.22  C24 1.097
36 H -2.96 -15.34 -2.41  C26 1.093
37 H -4.30 -16.43 -2.40  C26 1.099
38 H -3.22 -16.68 -0.38  C27 1.100
39 H -4.71 -15.84 0.03  C27 1.098
40 H -2.08 -15.57 1.76  C29 1.097
41 H -3.75 -15.07 2.07  C29 1.096
42 H -3.03 -12.70 1.69  C30 1.092
43 H -1.35 -13.34 1.52  C30 1.089
44 H -4.15 -13.03 3.49  C32 1.094
45 H -3.29 -12.70 4.96  C32 1.092
46 H -3.58 -14.37 4.50  C32 1.097
47 C -10.98 -6.01 -5.17  O48 1.402, H56 1.095, H57 1.091, H58 1.097
48 O -11.32 -4.91 -4.38  C47 1.402, C49 1.402
49 C -12.30 -5.17 -3.40  O48 1.402, C50 1.533, H59 1.092, H60 1.100
50 C -13.71 -5.45 -3.94  C49 1.533, O51 1.421, H61 1.094, H62 1.094
51 O -13.77 -6.84 -4.21  C50 1.421, C52 1.431
52 C -15.13 -7.25 -4.44  O51 1.431, C53 1.533, H63 1.094, H64 1.095
53 C -15.20 -8.71 -4.91  C52 1.533, O54 1.407, H65 1.097, H66 1.087
54 O -14.90 -9.63 -3.89  C53 1.407, C55 1.410
55 C -13.64 -9.52 -3.28  O54 1.410, H67 1.092, H68 1.093, H69 1.092
56 H -10.19 -5.70 -5.86  C47 1.095
57 H -11.74 -6.44 -5.82  C47 1.091
58 H -10.47 -6.80 -4.60  C47 1.097
59 H -12.32 -4.38 -2.65  C49 1.092
60 H -12.00 -6.04 -2.80  C49 1.100
61 H -13.86 -4.90 -4.87  C50 1.094
62 H -14.43 -5.13 -3.18  C50 1.094
63 H -15.54 -6.54 -5.17  C52 1.094
64 H -15.66 -7.19 -3.48  C52 1.095
65 H -14.47 -8.85 -5.72  C53 1.097
66 H -16.18 -8.92 -5.31  C53 1.087
67 H -13.47 -10.36 -2.59  C55 1.092
68 H -13.63 -8.65 -2.61  C55 1.093
69 H -12.83 -9.52 -4.01  C55 1.092
70 C -9.90 -12.71 -0.83  O71 1.408, H79 1.096, H80 1.091, H81 1.094
71 O -9.80 -13.77 0.09  C70 1.408, C72 1.431
72 C -10.92 -13.92 0.97  O71 1.431, C73 1.515, H82 1.089, H83 1.094
73 C -11.10 -12.71 1.85  C72 1.515, O74 1.392, H84 1.103, H85 1.100
74 O -11.79 -11.68 1.20  C73 1.392, C75 1.409
75 C -12.06 -10.56 2.01  O74 1.409, C76 1.526, H86 1.099, H87 1.094
76 C -12.45 -9.41 1.10  C75 1.526, O77 1.415, H88 1.093, H89 1.094
77 O -11.32 -8.68 0.67  C76 1.415, C78 1.412
78 C -11.72 -7.61 -0.16  O77 1.412, H90 1.098, H91 1.093, H92 1.088
79 H -9.57 -11.77 -0.37  C70 1.096
80 H -10.88 -12.62 -1.30  C70 1.091
81 H -9.16 -12.83 -1.64  C70 1.094
82 H -10.70 -14.82 1.54  C72 1.089
83 H -11.82 -14.16 0.39  C72 1.094
84 H -10.13 -12.28 2.12  C73 1.103
85 H -11.54 -13.06 2.80  C73 1.100
86 H -11.15 -10.27 2.55  C75 1.099
87 H -12.84 -10.81 2.73  C75 1.094
88 H -13.12 -8.76 1.67  C76 1.093
89 H -12.93 -9.84 0.21  C76 1.094
90 H -12.28 -6.89 0.44  C78 1.098
91 H -12.34 -7.99 -0.97  C78 1.093
92 H -10.84 -7.07 -0.51  C78 1.088
93 C -9.15 -5.02 -1.63  O94 1.417, H102 1.089, H103 1.096, H104 1.093
94 O -8.31 -5.18 -0.50  C93 1.417, C95 1.412
95 C -6.93 -5.37 -0.75  O94 1.412, C96 1.532, H105 1.090, H106 1.096
96 C -6.55 -6.79 -1.18  C95 1.532, O97 1.408, H107 1.098, H108 1.096
97 O -7.14 -7.10 -2.42  C96 1.408, C98 1.388
98 C -6.54 -8.13 -3.14  O97 1.388, C99 1.538, H109 1.103, H110 1.097
99 C -7.03 -9.53 -2.74  C98 1.538, O100 1.415, H111 1.100, H112 1.090
100 O -8.43 -9.60 -2.91  C99 1.415, C101 1.421
101 C -9.24 -8.91 -1.97  O100 1.421, H113 1.092, H114 1.089, H115 1.092
102 H -8.87 -5.72 -2.42  C93 1.089
103 H -9.27 -4.03 -2.07  C93 1.096
104 H -10.12 -5.25 -1.19  C93 1.093
105 H -6.50 -5.21 0.24  C95 1.090
106 H -6.53 -4.72 -1.54  C95 1.096
107 H -6.80 -7.41 -0.31  C96 1.098
108 H -5.45 -6.84 -1.20  C96 1.096
109 H -5.45 -8.05 -3.24  C98 1.103
110 H -6.74 -7.98 -4.21  C98 1.097
111 H -6.70 -9.73 -1.71  C99 1.100
112 H -6.56 -10.37 -3.26  C99 1.090
113 H -10.19 -9.45 -1.92  C101 1.092
114 H -9.43 -7.89 -2.30  C101 1.089
115 H -8.81 -8.95 -0.96  C101 1.092
116 C -7.63 -19.11 5.76  O117 1.423, H125 1.096, H126 1.088, H127 1.088
117 O -8.36 -19.25 4.54  C116 1.423, C118 1.427
118 C -9.28 -18.23 4.14  O117 1.427, C119 1.521, H128 1.100, H129 1.091
119 C -8.60 -16.92 3.78  C118 1.521, O120 1.410, H130 1.096, H131 1.096
120 O -7.89 -16.42 4.89  C119 1.410, C121 1.401
121 C -7.23 -15.20 4.66  O120 1.401, C122 1.517, H132 1.091, H133 1.101
122 C -6.16 -15.19 3.59  C121 1.517, O123 1.406, H134 1.098, H135 1.102
123 O -6.57 -15.30 2.25  C122 1.406, C124 1.390
124 C -7.03 -14.13 1.64  O123 1.390, H136 1.095, H137 1.088, H138 1.104
125 H -8.30 -18.73 6.54  C116 1.096
126 H -6.84 -18.38 5.62  C116 1.088
127 H -7.30 -20.12 6.00  C116 1.088
128 H -10.13 -18.08 4.81  C118 1.100
129 H -9.80 -18.71 3.31  C118 1.091
130 H -9.27 -16.22 3.25  C119 1.096
131 H -7.84 -17.19 3.03  C119 1.096
132 H -6.80 -14.75 5.55  C121 1.091
133 H -7.97 -14.44 4.36  C121 1.101
134 H -5.41 -15.98 3.72  C122 1.098
135 H -5.48 -14.33 3.69  C122 1.102
136 H -7.88 -13.63 2.13  C124 1.095
137 H -7.30 -14.23 0.59  C124 1.088
138 H -6.24 -13.36 1.58  C124 1.104
139 C -23.36 -11.97 -0.92  O140 1.401, H148 1.089, H149 1.092, H150 1.100
140 O -22.50 -12.04 0.19  C139 1.401, C141 1.437
141 C -21.58 -13.14 0.16  O140 1.437, C142 1.508, H151 1.097, H152 1.093
142 C -20.48 -12.93 1.17  C141 1.508, O143 1.410, H153 1.095, H154 1.098
143 O -19.87 -11.69 0.91  C142 1.410, C144 1.413
144 C -18.81 -11.51 1.83  O143 1.413, C145 1.503, H155 1.104, H156 1.101
145 C -17.85 -10.42 1.44  C144 1.503, O146 1.392, H157 1.099, H158 1.100
146 O -16.87 -10.89 0.56  C145 1.392, C147 1.405
147 C -16.08 -9.88 -0.01  O146 1.405, H159 1.099, H160 1.086, H161 1.095
148 H -23.96 -11.08 -0.75  C139 1.089
149 H -23.95 -12.86 -1.15  C139 1.092
150 H -22.82 -11.72 -1.85  C139 1.100
151 H -21.20 -13.08 -0.87  C141 1.097
152 H -22.17 -14.06 0.29  C141 1.093
153 H -19.84 -13.82 1.13  C142 1.095
154 H -20.92 -12.95 2.17  C142 1.098
155 H -18.23 -12.45 1.94  C144 1.104
156 H -19.13 -11.46 2.88  C144 1.101
157 H -17.39 -10.04 2.36  C145 1.099
158 H -18.46 -9.61 1.02  C145 1.100
159 H -16.71 -9.14 -0.52  C147 1.099
160 H -15.44 -10.32 -0.77  C147 1.086
161 H -15.53 -9.30 0.74  C147 1.095
162 C -10.14 -10.68 4.41  O163 1.400, H171 1.093, H172 1.094, H173 1.100
163 O -8.83 -11.11 4.64  C162 1.400, C164 1.424
164 C -8.09 -10.31 5.56  O163 1.424, C165 1.507, H174 1.099, H175 1.092
165 C -6.62 -10.56 5.35  C164 1.507, O166 1.410, H176 1.095, H177 1.091
166 O -6.23 -11.91 5.42  C165 1.410, C167 1.397
167 C -6.35 -12.59 6.64  O166 1.397, C168 1.561, H178 1.091, H179 1.092
168 C -5.02 -12.52 7.46  C167 1.561, O169 1.405, H180 1.099, H181 1.098
169 O -4.38 -11.30 7.18  C168 1.405, C170 1.416
170 C -3.33 -10.98 8.08  O169 1.416, H182 1.088, H183 1.093, H184 1.092
171 H -10.42 -10.97 3.40  C162 1.093
172 H -10.29 -9.60 4.54  C162 1.094
173 H -10.86 -11.20 5.06  C162 1.100
174 H -8.35 -10.67 6.57  C164 1.099
175 H -8.38 -9.26 5.48  C164 1.092
176 H -6.02 -10.00 6.08  C165 1.095
177 H -6.32 -10.19 4.38  C165 1.091
178 H -6.51 -13.66 6.55  C167 1.091
179 H -7.09 -12.23 7.35  C167 1.092
180 H -4.33 -13.34 7.22  C168 1.099
181 H -5.26 -12.69 8.52  C168 1.098
182 H -3.03 -9.94 8.01  C170 1.088
183 H -2.46 -11.59 7.83  C170 1.093
184 H -3.62 -11.16 9.11  C170 1.092
185 C -15.85 -2.16 3.85  O186 1.431, H194 1.094, H195 1.085, H196 1.094
186 O -14.98 -3.16 4.40  C185 1.431, C187 1.411
187 C -14.04 -2.52 5.23  O186 1.411, C188 1.533, H197 1.096, H198 1.093
188 C -12.77 -2.05 4.51  C187 1.533, O189 1.419, H199 1.095, H200 1.102
189 O -13.06 -0.90 3.72  C188 1.419, C190 1.430
190 C -12.12 -0.68 2.67  O189 1.430, C191 1.515, H201 1.095, H202 1.090
191 C -12.18 -1.66 1.52  C190 1.515, O192 1.421, H203 1.099, H204 1.093
192 O -11.44 -2.84 1.80  C191 1.421, C193 1.406
193 C -11.51 -3.72 0.71  O192 1.406, H205 1.089, H206 1.095, H207 1.099
194 H -16.46 -2.66 3.09  C185 1.094
195 H -15.27 -1.36 3.41  C185 1.085
196 H -16.62 -1.81 4.55  C185 1.094
197 H -13.60 -3.21 5.96  C187 1.096
198 H -14.39 -1.70 5.87  C187 1.093
199 H -12.32 -2.90 3.98  C188 1.095
200 H -11.96 -1.73 5.18  C188 1.102
201 H -11.12 -0.64 3.10  C190 1.095
202 H -12.41 0.32 2.32  C190 1.090
203 H -11.62 -1.19 0.70  C191 1.099
204 H -13.21 -1.83 1.19  C191 1.093
205 H -11.08 -4.69 0.91  C193 1.089
206 H -11.05 -3.29 -0.19  C193 1.095
207 H -12.55 -3.95 0.42  C193 1.099

Computed properties:
- Maximum force: 2.42 eV/A
- Frontier orbital gap: 9.57 eV
- SMILES: COCCOCCOC.COCCOCCOC.COCCOCCOC.COCCOCCOC.COCCOCCOC.COCCOCCOC.COCCOCCOC.COCCOCCOC.COCCOCCOC
- HOMO energy: -9.093 eV
- LUMO energy: 0.47 eV
- Relative energy (zero: lowest compared OMol25 entry of this formula, charge and spin): 244.0 kJ/mol
- Electronic energy: -113305.021 eV